No. 1
Below is a 2-piece molecular cluster, C6H9N3O3 overall, with properties calculated with the ωB97M-V functional and the def2-TZVPD basis.

Energy relative to the best compared isomer or geometry (same formula, charge and spin) (kcal/mol): 14.8
HOMO (eV): -9.0
SMILES: C1=N[C@@H]2C[C@@H]2N1.NC(=O)C(=O)O
Kohn-Sham gap (eV): 9.6

The geometry in ORCA input format:
```
! RIJCOSX wB97M-V def2-TZVPD def2/J DEFGRID3
* xyz 0 1
C -3.28 -0.38 0.12
C -1.81 -0.17 -0.23
C 2.97 -1.07 0.13
C 1.78 -0.71 -0.68
C 1.57 1.26 0.35
C 1.62 -0.83 0.81
H -4.91 0.70 0.64
H -3.43 1.62 0.49
H -0.49 1.05 -0.76
H 3.73 -0.31 0.27
H 3.35 -2.10 0.08
H 1.30 -1.41 -1.36
H 2.12 1.17 -1.64
H 1.48 2.33 0.42
H 1.13 -1.66 1.30
N -3.97 0.77 0.28
N 1.60 0.70 -0.92
N 1.43 0.50 1.36
O -3.73 -1.50 0.14
O -1.45 1.12 -0.38
O -1.04 -1.09 -0.41
*
```

---

No. 2
Below is a 2-piece molecular cluster, C3H7N4P3 overall, with properties calculated with the ωB97M-V functional and the def2-TZVPD basis.

Energy relative to the best compared isomer or geometry (same formula, charge and spin) (kcal/mol): 46.6
HOMO (spin up / spin down) (eV): -7.9 / -7.9
Kohn-Sham gap (spin up / spin down) (eV): 6.8 / 6.8

The geometry in ORCA input format:
```
! RIJCOSX wB97M-V def2-TZVPD def2/J DEFGRID3
* xyz 0 1
C -0.63 0.22 -0.77
C -1.41 -0.03 0.46
C -2.91 -0.41 0.28
N 1.46 0.45 1.51
N 2.54 -1.63 -0.04
N 2.97 0.88 -0.64
N -0.57 -1.04 -0.12
P 1.78 1.60 0.52
P 3.29 -0.73 -1.08
P 1.63 -1.19 1.33
H -0.89 0.20 -1.74
H 0.34 0.99 -0.64
H -1.21 0.48 1.28
H -3.45 0.28 -0.52
H -3.32 -0.34 1.32
H -3.00 -1.45 -0.16
H 3.39 1.72 -0.99
*
```

---

No. 3
Below is an isolated ion of composition C8H9O4 and charge +1, with properties calculated with the ωB97M-V functional and the def2-TZVPD basis.

Energy relative to the best compared isomer or geometry (same formula, charge and spin) (kcal/mol): 5.7
HOMO (eV): -15.0
Kohn-Sham gap (eV): 8.7

The geometry in ORCA input format:
```
! RIJCOSX wB97M-V def2-TZVPD def2/J DEFGRID3
* xyz 1 1
C 1.31 0.02 -0.02
C 2.74 0.81 -0.19
C -2.06 2.17 -0.10
C -2.14 0.89 -0.07
C -1.06 0.00 -0.24
C 1.60 -1.42 0.13
C 3.22 -1.40 -0.01
C -3.45 0.12 0.12
O 2.93 1.98 -0.37
O -0.98 -1.17 -0.30
O 3.68 -0.13 -0.21
O 0.26 0.68 0.00
H -2.97 2.61 0.30
H -1.26 2.88 -0.07
H 1.10 -1.63 1.05
H 1.19 -2.03 -0.69
H 3.60 -1.83 1.01
H 3.66 -2.11 -0.85
H -3.68 -0.40 -0.75
H -3.25 -0.66 0.84
H -4.43 0.61 0.41
*
```

---

No. 4
Below is the molecule C4H8O2, with properties calculated with the ωB97M-V functional and the def2-TZVPD basis.

Energy relative to the best compared isomer or geometry (same formula, charge and spin) (kcal/mol): 40.2
HOMO (eV): -9.9
SMILES: COCCC=O
Kohn-Sham gap (eV): 10.7

The geometry in ORCA input format:
```
! RIJCOSX wB97M-V def2-TZVPD def2/J DEFGRID3
* xyz 0 1
C 1.43 0.85 -0.60
O 1.42 -0.55 -0.40
C 0.43 -1.00 0.50
C -1.01 -0.79 0.01
C -1.53 0.62 0.21
O -1.44 1.22 1.25
H 1.03 1.10 -1.59
H 2.46 1.21 -0.54
H 0.85 1.37 0.17
H 0.55 -0.52 1.48
H 0.61 -2.07 0.61
H -1.66 -1.43 0.61
H -1.10 -1.10 -1.04
H -2.03 1.09 -0.66
*
```

---

No. 5
Below is the molecule C17H18N4O3S2, with properties calculated with the ωB97M-V functional and the def2-TZVPD basis.

Energy relative to the best compared isomer or geometry (same formula, charge and spin) (kcal/mol): 50.5
HOMO (eV): -8.8
SMILES: CCn1c(SCC(=O)c2ccc(CNC(C)=O)o2)nnc1-c1cccs1
Kohn-Sham gap (eV): 8.5

The geometry in ORCA input format:
```
! RIJCOSX wB97M-V def2-TZVPD def2/J DEFGRID3
* xyz 0 1
O 3.97 1.53 2.00
O -4.02 -1.63 2.23
N -0.79 1.93 0.25
N 0.35 1.58 -0.46
O -0.67 -0.35 2.36
S 2.91 0.41 -1.67
S -3.44 1.31 0.34
C 2.79 1.86 1.79
C -3.12 -0.80 2.21
C -1.74 1.15 -0.19
C 0.12 0.55 -1.23
C 3.46 -0.70 -2.90
C 2.44 -1.38 -3.55
C -1.23 -2.52 2.02
C 1.14 -1.04 -2.97
C 0.20 -2.36 2.09
C -1.71 -1.24 2.18
C 1.21 -0.07 -1.96
C 0.50 -1.07 2.35
N 1.75 0.94 1.95
N -1.24 0.27 -1.12
C 2.52 3.23 1.19
C -3.47 0.69 2.11
C 1.87 -0.40 2.46
C -2.39 -0.12 -3.25
C -2.00 -0.74 -1.92
H 4.52 -0.79 -3.18
H 2.64 -2.02 -4.38
H -1.83 -3.42 1.97
H 0.26 -1.50 -3.38
H 0.92 -3.17 1.96
H 0.90 1.18 1.42
H 1.87 3.79 1.85
H 3.47 3.76 1.10
H 2.07 3.11 0.19
H -4.49 0.79 2.51
H -2.78 1.30 2.66
H 2.23 -0.42 3.49
H 2.58 -0.95 1.85
H -2.86 0.84 -3.20
H -3.04 -0.79 -3.86
H -1.52 0.01 -3.91
H -2.89 -1.02 -1.37
H -1.47 -1.69 -2.04
*
```

---

No. 6
Below is a 4-piece molecular cluster, C28H38BF24N4O8P overall, with properties calculated with the ωB97M-V functional and the def2-TZVPD basis.

HOMO (eV): -9.2
SMILES: CCOP(=O)(CCC[C@](O)(C#N)[C@@](N)(C#N)B(O)N(C)C)OCC.FC(F)C(F)(F)COC(F)(F)C(F)F.FC(F)C(F)(F)COC(F)(F)C(F)F.FC(F)C(F)(F)COC(F)(F)C(F)F
Kohn-Sham gap (eV): 9.6

The geometry in ORCA input format:
```
! RIJCOSX wB97M-V def2-TZVPD def2/J DEFGRID3
* xyz 0 1
C -1.77 6.22 -0.55
C -0.74 5.11 -0.52
O -1.34 3.94 0.07
P -0.41 2.70 0.44
O 0.85 2.69 -0.32
C -0.30 2.75 2.23
C 0.14 1.43 2.86
C 1.42 0.82 2.27
C 2.71 0.79 3.11
O 3.52 -0.16 2.45
C 2.40 0.27 4.47
N 2.09 -0.15 5.49
C 3.44 2.16 3.21
N 2.49 3.18 3.63
C 4.53 2.04 4.21
N 5.37 1.94 4.99
B 4.15 2.49 1.77
O 5.25 1.75 1.42
N 3.61 3.57 0.99
C 4.13 4.85 1.46
C 3.80 3.42 -0.45
O -1.34 1.43 0.20
C -1.25 0.76 -1.08
C -1.63 1.66 -2.24
H -2.30 6.29 0.41
H -2.49 6.07 -1.35
H -1.26 7.16 -0.74
H -0.41 4.87 -1.53
H 0.14 5.41 0.05
H 0.35 3.59 2.48
H -1.31 3.00 2.58
H -0.68 0.72 2.70
H 0.22 1.54 3.94
H 1.67 1.30 1.32
H 1.25 -0.24 2.05
H 4.33 -0.30 2.96
H 2.95 4.05 3.88
H 1.95 2.87 4.43
H 5.12 1.10 0.72
H 5.13 5.05 1.07
H 4.20 4.89 2.55
H 3.47 5.67 1.15
H 4.83 3.66 -0.76
H 3.13 4.10 -0.97
H 3.56 2.41 -0.76
H -0.22 0.41 -1.19
H -1.89 -0.11 -1.00
H -2.15 1.10 -3.02
H -0.73 2.08 -2.69
H -2.27 2.48 -1.92
C 0.52 -2.93 4.09
C -0.99 -2.79 4.26
C -1.73 -3.86 5.07
F -1.61 -5.07 4.47
F -3.04 -3.55 5.12
F -1.59 -2.64 3.05
F -1.18 -1.63 4.96
O 0.97 -3.48 2.86
C 1.14 -4.82 2.69
C 0.25 -5.35 1.55
F -1.05 -5.10 1.84
F 0.41 -6.69 1.46
F 0.96 -5.51 3.82
F 2.42 -5.02 2.29
H 0.89 -1.91 4.08
H 0.98 -3.42 4.95
H -1.33 -3.92 6.08
H 0.51 -4.88 0.61
C -4.87 -8.29 0.68
C -3.66 -7.90 -0.17
C -3.04 -6.53 0.08
F -3.92 -5.55 -0.19
F -1.97 -6.38 -0.74
F -3.95 -8.05 -1.48
F -2.68 -8.80 0.15
O -6.14 -8.13 0.09
C -6.85 -6.97 0.20
C -7.13 -6.34 -1.17
F -5.98 -6.09 -1.82
F -7.79 -5.18 -0.99
F -6.26 -6.09 1.03
F -8.06 -7.27 0.74
H -4.78 -9.37 0.82
H -4.82 -7.83 1.67
H -2.71 -6.44 1.12
H -7.74 -7.02 -1.77
C 0.48 3.85 -7.47
C 1.56 4.91 -7.65
C 2.97 4.43 -8.03
F 3.48 3.64 -7.07
F 3.77 5.51 -8.17
F 1.63 5.70 -6.57
F 1.16 5.68 -8.71
O 0.20 3.46 -6.15
C 0.85 2.43 -5.54
C 1.60 2.89 -4.28
F 2.50 3.84 -4.60
F 2.26 1.83 -3.77
F 1.67 1.78 -6.38
F -0.09 1.54 -5.11
H -0.44 4.33 -7.82
H 0.66 2.99 -8.12
H 2.94 3.88 -8.98
H 0.90 3.28 -3.54
*
```

---

No. 7
Below is a 12-piece molecular cluster, C30H72N12O24 overall, with properties calculated with the ωB97M-V functional and the def2-TZVPD basis.

Expectation value of S²: 0.7605
HOMO (spin up / spin down) (eV): -10.3 / -10.3
Kohn-Sham gap (spin up / spin down) (eV): 8.1 / 2.3

The geometry in ORCA input format:
```
! RIJCOSX wB97M-V def2-TZVPD def2/J DEFGRID3
* xyz 1 2
C 12.82 -10.49 -6.81
C 11.74 -9.52 -7.36
O 10.72 -9.28 -6.43
C 10.90 -8.46 -5.29
O 12.00 -7.94 -4.87
O 9.72 -8.30 -4.78
C 9.43 -7.26 -3.91
H 13.50 -10.82 -7.59
H 12.31 -11.40 -6.50
H 13.29 -10.06 -5.92
H 11.32 -10.00 -8.24
H 12.18 -8.56 -7.63
H 8.40 -7.21 -3.58
H 9.59 -6.22 -4.21
H 9.92 -7.44 -2.95
C 15.35 -20.36 -9.75
C 16.16 -19.10 -10.07
O 15.28 -18.08 -9.75
C 15.01 -17.68 -8.45
O 14.22 -16.78 -8.11
O 15.61 -18.53 -7.60
C 15.18 -18.61 -6.30
H 16.10 -21.14 -9.83
H 14.41 -20.51 -10.28
H 15.07 -20.45 -8.70
H 16.47 -19.01 -11.11
H 17.05 -19.01 -9.44
H 14.68 -17.71 -5.96
H 16.04 -18.75 -5.64
H 14.59 -19.50 -6.09
C 6.72 -16.87 -6.19
C 6.83 -18.22 -5.48
O 6.66 -19.33 -6.45
C 5.43 -20.16 -6.52
O 4.46 -19.98 -5.75
O 5.43 -20.99 -7.60
C 6.59 -21.41 -8.19
H 6.89 -17.11 -7.24
H 7.50 -16.12 -6.02
H 5.73 -16.42 -6.11
H 6.30 -18.47 -4.56
H 7.89 -18.24 -5.27
H 6.53 -21.31 -9.28
H 6.79 -22.43 -7.86
H 7.49 -20.81 -8.04
C 9.52 -5.78 -7.32
C 9.05 -5.91 -8.76
O 8.76 -7.26 -9.14
C 7.48 -7.65 -9.33
O 6.45 -7.02 -9.03
O 7.51 -8.95 -9.75
C 6.38 -9.65 -10.05
H 8.69 -5.88 -6.63
H 9.95 -4.79 -7.18
H 10.30 -6.54 -7.20
H 9.88 -5.50 -9.34
H 8.29 -5.15 -8.93
H 5.62 -9.24 -9.39
H 6.50 -10.71 -9.81
H 5.92 -9.61 -11.04
C 13.54 -16.60 -1.95
C 13.43 -15.02 -1.94
O 12.43 -14.42 -1.18
C 11.12 -14.95 -1.34
O 10.59 -15.36 -2.39
O 10.47 -15.04 -0.17
C 11.00 -14.72 1.08
H 13.78 -17.14 -1.04
H 14.45 -16.91 -2.46
H 12.79 -17.21 -2.47
H 13.26 -14.83 -3.00
H 14.36 -14.54 -1.63
H 11.26 -13.66 1.20
H 11.91 -15.29 1.27
H 10.37 -15.10 1.88
C 7.01 -14.46 -8.59
C 8.28 -13.72 -9.03
O 9.45 -14.41 -8.57
C 9.87 -14.30 -7.35
O 9.39 -13.67 -6.47
O 10.99 -14.98 -7.21
C 11.85 -14.83 -6.11
H 7.00 -15.36 -9.20
H 6.31 -13.83 -9.15
H 6.71 -14.42 -7.55
H 8.27 -12.65 -8.85
H 8.48 -13.93 -10.09
H 11.42 -15.18 -5.17
H 12.02 -13.78 -5.87
H 12.75 -15.37 -6.38
C 13.80 -13.98 -9.99
O 13.84 -12.94 -10.63
N 12.74 -14.45 -9.43
N 14.79 -14.69 -9.82
H 11.96 -13.81 -9.44
H 12.76 -15.30 -8.87
H 15.72 -14.38 -10.07
H 14.56 -15.58 -9.41
C 3.71 -12.86 -7.94
O 4.09 -12.21 -8.95
N 3.98 -12.56 -6.71
N 3.17 -14.02 -7.98
H 3.85 -13.43 -6.22
H 4.52 -11.77 -6.40
H 3.46 -14.64 -8.73
H 2.80 -14.45 -7.15
C 7.31 -10.74 -6.06
O 6.41 -11.54 -6.16
N 8.47 -11.15 -5.75
N 7.21 -9.44 -6.18
H 9.19 -10.48 -5.55
H 8.65 -12.11 -6.00
H 6.41 -8.99 -6.59
H 7.99 -8.85 -5.91
C 4.82 -14.09 -12.46
O 5.37 -13.42 -13.32
N 4.69 -15.33 -12.54
N 4.51 -13.59 -11.31
H 4.93 -15.84 -13.37
H 4.21 -15.81 -11.79
H 4.65 -12.60 -11.23
H 4.22 -14.32 -10.67
C 10.73 -11.69 -10.39
O 10.97 -12.19 -9.31
N 11.22 -12.06 -11.47
N 10.04 -10.64 -10.61
H 10.66 -11.81 -12.28
H 11.89 -12.81 -11.48
H 9.51 -10.37 -9.79
H 10.15 -10.11 -11.47
C 4.61 -17.16 -9.72
O 3.78 -16.32 -10.04
N 4.59 -17.86 -8.61
N 5.81 -17.30 -10.15
H 5.38 -18.48 -8.44
H 3.92 -17.65 -7.89
H 6.06 -16.73 -10.94
H 6.56 -17.84 -9.74
*
```

---

No. 8
Below is C9H15CdIN4S2 as an isolated structure, with properties calculated with the ωB97M-V functional and the def2-TZVPD basis.

Energy relative to the best compared isomer or geometry (same formula, charge and spin) (kcal/mol): 38.6
HOMO (eV): -6.2
Kohn-Sham gap (eV): 6.0

The geometry in ORCA input format:
```
! RIJCOSX wB97M-V def2-TZVPD def2/J DEFGRID3
* xyz 0 1
C -0.59 2.95 0.94
C -3.10 -1.08 -0.66
H -1.16 3.58 1.63
H -1.30 2.37 0.33
H 0.01 3.57 0.27
H -2.67 -2.10 -0.69
H -3.98 -1.05 0.01
H -3.49 -0.85 -1.66
Cd -1.69 0.42 -0.17
C -1.13 0.07 -2.29
H -1.79 -0.64 -2.81
H -0.13 -0.37 -2.23
H -1.05 1.00 -2.86
I 0.74 1.83 2.20
N 1.99 1.97 -2.37
C 2.29 0.96 -1.53
N 1.44 0.14 -0.99
C 2.05 -0.68 -0.05
C 3.43 -0.51 0.04
S 3.98 0.77 -0.97
C 1.22 -1.41 0.89
C 1.68 -2.09 2.00
S 0.44 -2.42 3.14
C -0.71 -1.67 2.03
N -0.16 -1.19 0.93
N -1.99 -1.47 2.44
H 2.75 2.49 -2.78
H 1.04 2.07 -2.70
H 4.07 -1.07 0.72
H 2.73 -2.30 2.17
H -2.24 -1.97 3.29
H -2.71 -1.33 1.73
*
```

---

No. 9
Below is a 10-piece molecular cluster, C12H44N8O10 overall, with properties calculated with the ωB97M-V functional and the def2-TZVPD basis.

Energy relative to the best compared isomer or geometry (same formula, charge and spin) (kcal/mol): 62.9
HOMO (eV): -8.5
SMILES: NC(N)=O.NC(N)=O.NC(N)=O.NC(N)=O.CCO.CCO.CO.CO.CO.CO
Kohn-Sham gap (eV): 8.5

The geometry in ORCA input format:
```
! RIJCOSX wB97M-V def2-TZVPD def2/J DEFGRID3
* xyz 0 1
C -2.14 3.98 2.20
C -2.81 4.19 0.80
O -1.82 3.91 -0.13
H -2.88 3.76 2.96
H -1.61 4.78 2.55
H -1.38 3.17 2.14
H -3.21 5.25 0.84
H -3.56 3.49 0.60
H -2.24 4.04 -0.98
C 4.57 -0.53 -2.01
C 3.44 -1.02 -1.09
O 2.32 -0.17 -1.24
H 4.38 -0.38 -3.06
H 5.37 -1.22 -1.99
H 4.83 0.50 -1.64
H 3.67 -1.16 -0.05
H 3.17 -2.09 -1.34
H 1.51 -0.71 -1.17
C -1.52 -2.72 3.16
O -0.72 -1.70 3.55
N -2.24 -2.70 2.06
N -1.66 -3.84 3.83
H -1.98 -1.96 1.37
H -3.17 -3.11 1.89
H -1.11 -3.76 4.70
H -2.18 -4.76 3.59
C -2.37 0.42 -0.13
O -3.72 0.72 -0.07
N -2.04 -0.83 -0.25
N -1.37 1.27 -0.10
H -2.83 -1.43 -0.62
H -1.13 -1.28 -0.28
H -1.62 2.22 0.06
H -0.44 1.11 0.29
C -0.60 0.73 -3.43
O -1.94 0.52 -3.43
N -0.06 1.26 -2.35
N 0.19 0.44 -4.50
H -0.66 1.30 -1.45
H 0.90 1.60 -2.28
H -0.25 0.23 -5.42
H 1.21 0.75 -4.51
C 2.91 2.13 -3.98
O 2.97 3.32 -4.61
N 2.88 0.98 -4.56
N 2.72 2.05 -2.69
H 3.03 1.01 -5.60
H 2.83 0.02 -4.14
H 2.85 3.02 -2.28
H 2.72 1.17 -2.13
C 1.13 0.66 1.96
O 1.15 1.41 0.78
H 2.04 0.89 2.54
H 1.27 -0.39 1.68
H 0.23 0.88 2.55
H 1.78 0.95 0.18
C -3.34 0.93 2.88
O -3.85 1.47 4.09
H -2.23 0.78 2.92
H -3.60 1.65 2.07
H -3.81 0.01 2.73
H -4.42 2.23 3.82
C 1.77 -3.89 2.60
O 0.73 -4.17 1.76
H 2.68 -3.99 2.00
H 1.84 -4.63 3.39
H 1.67 -2.82 2.96
H -0.10 -4.19 2.24
C 0.31 -2.57 -1.43
O 0.48 -2.15 -0.09
H 0.01 -1.70 -1.97
H -0.54 -3.38 -1.32
H 1.10 -3.00 -1.93
H 0.49 -2.91 0.53
*
```